1.
Density functional theory data (the ωB97M-V functional and the def2-TZVPD basis) for C17H46CrN2O15P3 as an isolated structure at a distorted geometry.

Geometry as XYZ:
```
84
Properties=species:S:1:pos:R:3:forces:R:3:mulliken_charge:R:1
Cr -19.839 15.747 8.264 -0.4 -0.9 2.4 -0.62
C -19.645 15.398 12.689 -0.2 0.2 0.2 -1.17
C -20.715 15.141 11.641 1.2 0.0 -1.4 -0.39
O -20.263 15.389 10.345 0.1 0.5 -1.3 -0.94
H -20.201 15.438 13.625 0.5 -0.1 0.5 0.41
H -19.144 16.354 12.540 -0.3 0.2 -0.1 0.17
H -18.831 14.673 12.713 -0.3 -0.3 0.0 0.23
H -21.591 15.711 11.950 -0.4 0.5 -0.2 0.30
H -21.019 14.096 11.701 -0.2 -0.5 0.3 0.15
C -22.024 19.461 7.503 -0.9 0.8 0.0 -1.22
C -20.709 18.829 7.306 1.2 1.2 0.2 0.71
O -20.383 17.769 7.782 -0.3 -1.1 0.3 -0.47
N -19.778 19.586 6.691 1.5 0.2 -2.2 -0.17
C -18.537 19.024 6.097 0.4 -0.4 0.8 -0.83
H -22.746 19.037 6.805 -0.2 -0.4 0.4 0.12
H -22.045 20.520 7.247 0.4 0.1 0.1 0.46
H -22.303 19.385 8.554 -0.3 -0.4 -0.2 0.28
H -20.007 20.492 6.309 -0.4 -0.2 0.2 0.27
H -18.372 19.100 5.022 -0.9 0.5 -0.2 0.44
H -18.440 17.955 6.291 -0.4 0.1 0.4 -0.05
H -17.645 19.491 6.514 -0.1 0.2 0.3 0.41
C -16.839 17.151 10.500 0.9 0.4 0.4 -1.15
C -16.729 16.867 8.993 -4.1 1.5 4.1 0.62
O -17.721 16.334 8.487 1.4 -0.7 -1.5 -0.04
N -15.695 17.418 8.415 0.5 -1.7 -3.8 -0.16
C -15.571 17.075 6.931 1.2 2.2 0.5 -0.71
H -16.127 16.466 10.962 -0.1 0.0 0.4 0.39
H -17.793 17.146 11.026 -0.3 -1.0 -0.9 -0.11
H -16.534 18.160 10.776 0.7 0.2 -0.4 0.47
H -15.276 18.245 8.816 0.2 -0.4 -0.1 0.28
H -16.177 17.755 6.331 -0.3 -0.2 0.1 0.22
H -15.736 16.054 6.584 -0.2 0.0 1.0 0.07
H -14.552 17.355 6.665 0.1 -0.3 0.0 0.41
C -24.036 14.799 9.637 0.0 -0.7 1.5 -0.66
O -23.942 13.931 8.480 1.2 1.2 -0.9 -0.33
P -22.948 14.385 7.293 0.1 -0.5 -1.3 0.14
O -21.854 15.354 7.614 -1.8 -1.7 -0.1 1.57
O -23.885 15.038 6.110 1.3 -2.1 1.2 -0.40
C -23.871 16.426 5.923 -1.6 1.1 0.5 -0.63
O -22.494 12.926 6.703 0.9 3.1 1.4 -0.09
C -23.429 12.050 6.155 -1.0 -0.6 0.1 -1.02
H -23.607 14.273 10.490 0.2 -0.4 -0.1 0.28
H -25.083 14.906 9.920 0.0 0.4 -0.6 0.37
H -23.445 15.715 9.640 -0.3 0.1 -0.8 0.20
H -23.061 16.837 5.321 0.1 -0.4 0.1 0.09
H -23.963 16.938 6.881 0.6 0.1 0.1 0.25
H -24.849 16.633 5.490 0.2 0.2 -0.6 0.43
H -24.281 12.028 6.835 -0.5 -0.1 -0.5 0.38
H -23.036 11.033 6.158 0.3 0.2 -0.1 0.21
H -23.656 12.378 5.141 -0.4 -0.2 0.1 0.27
C -16.487 12.301 9.279 0.0 1.3 -0.9 -0.45
O -17.876 11.917 9.422 -0.4 -0.1 -1.1 -0.15
P -18.986 12.213 8.262 0.4 -0.4 0.4 -0.60
O -19.398 13.627 8.125 1.1 -1.4 -0.5 2.24
O -20.234 11.293 8.693 1.3 0.4 0.0 -0.33
C -21.313 11.826 9.471 -1.8 0.2 0.6 -0.31
O -18.320 11.502 6.888 -1.2 2.9 3.0 -0.13
C -18.237 10.131 7.005 -0.7 -3.2 -2.0 -0.96
H -16.420 13.295 8.837 -0.4 0.4 0.2 -0.02
H -15.900 11.744 8.549 -0.4 -0.9 0.3 0.27
H -15.964 12.385 10.232 -0.5 -0.5 0.1 0.32
H -21.435 11.524 10.511 1.6 -0.4 0.3 0.43
H -22.259 11.399 9.138 0.2 0.2 -1.0 0.25
H -21.401 12.912 9.501 0.5 0.1 -0.5 -0.35
H -17.957 9.631 7.932 0.2 0.7 0.3 0.37
H -17.645 9.732 6.181 0.9 0.4 0.3 0.29
H -19.174 9.694 6.661 -0.6 0.0 0.7 0.28
C -21.121 13.486 3.184 -0.1 0.8 -1.3 -0.96
O -21.067 14.194 4.396 2.8 1.7 2.8 0.16
P -19.613 14.912 4.822 -1.5 -1.6 -0.6 -0.46
O -19.582 15.497 6.210 0.4 -0.7 -3.1 1.32
O -18.593 13.636 4.462 -2.4 2.5 1.6 -0.23
C -17.213 13.855 4.717 0.9 0.3 -1.1 -0.71
O -19.399 15.999 3.621 0.3 -1.6 2.2 -0.31
C -20.393 17.019 3.337 0.9 -0.9 -1.2 -0.60
H -21.533 14.225 2.496 -0.5 -0.5 -0.5 0.28
H -21.772 12.623 3.322 0.3 0.0 -0.2 0.20
H -20.133 13.279 2.774 -0.1 -0.6 0.3 0.35
H -16.703 12.961 5.076 -0.5 -0.1 0.0 0.17
H -16.996 14.679 5.396 -0.3 0.0 0.1 0.15
H -16.871 14.103 3.712 0.9 0.1 0.2 0.35
H -20.079 17.152 2.302 -0.6 1.0 0.0 0.32
H -20.250 17.909 3.950 -0.2 -0.2 0.0 0.10
H -21.393 16.586 3.316 0.0 0.2 0.4 0.25
```
Forces are in eV/Å.

Calculated values
E_HOMO (spin up / spin down), eV: -9.105 / -9.360
Spin multiplicity: 5
Total charge: +1
⟨S²⟩: 6.004
LUMO level (spin up / spin down), eV: -1.79 / -1.79


2.
Density functional theory data (the ωB97M-V functional and the def2-TZVPD basis) for C17H46F6NO13S2V2 as an isolated structure at a distorted geometry.

Geometry as XYZ:
```
87
Properties=species:S:1:pos:R:3:forces:R:3:mulliken_charge:R:1
V -1.852 -2.366 -1.722 0.6 0.5 3.0 0.67
V 0.931 -3.119 -0.186 0.3 2.0 -1.0 0.76
C -0.290 0.077 -0.378 -0.3 -0.1 -1.0 1.12
O -0.331 -1.296 -0.638 -0.4 -1.6 -0.7 0.71
H 0.125 0.609 -1.251 0.4 0.1 0.4 0.19
H -1.310 0.484 -0.298 0.1 -0.2 0.6 -1.73
H 0.270 0.316 0.528 -0.1 0.2 0.0 0.10
C -2.017 -5.591 1.463 0.6 0.3 0.1 0.67
F -1.795 -5.893 0.180 -0.2 -0.2 0.3 -0.20
F -3.282 -5.773 1.779 -0.2 -0.2 -0.1 -0.18
F -1.233 -6.330 2.226 -0.2 0.0 -0.2 -0.18
S -1.688 -3.762 1.661 1.2 -0.2 -2.8 0.32
O -2.134 -3.248 0.381 -0.2 0.1 -0.9 -0.20
O -2.401 -3.281 2.754 -0.7 0.6 2.1 -0.49
N -0.029 -3.586 1.636 -1.7 0.0 1.0 -0.18
S 0.592 -3.741 3.134 0.8 -1.8 0.9 0.87
O -0.280 -4.498 3.968 -0.3 0.4 0.1 -0.57
O 1.942 -4.202 3.046 0.2 0.8 -0.7 -0.65
C 0.651 -2.059 3.908 -0.4 0.3 -0.5 0.60
F 1.526 -2.063 4.889 -0.1 0.0 0.0 -0.21
F 1.015 -1.144 2.990 0.1 0.1 0.1 -0.22
F -0.556 -1.709 4.351 0.3 -0.1 0.1 -0.21
O -0.420 -3.844 -1.645 -0.4 0.3 -0.9 -0.64
H -0.426 -4.460 -2.383 0.2 -0.4 0.4 0.06
C -2.711 3.947 -1.572 -0.2 0.0 0.1 -1.07
C -3.229 2.769 -2.353 0.1 -0.6 0.2 -0.39
O -3.350 1.603 -1.505 -0.1 -0.4 0.0 -0.64
H -2.583 4.783 -2.261 0.2 0.1 0.2 0.36
H -1.771 3.681 -1.084 0.2 0.2 -0.2 0.22
H -3.391 4.248 -0.775 -0.2 0.0 -0.1 0.33
H -2.567 2.524 -3.188 0.0 0.1 0.0 0.30
H -4.232 2.913 -2.744 0.0 0.2 0.0 0.38
H -2.503 1.399 -1.092 0.1 0.5 0.0 0.12
C -2.491 2.224 2.729 0.5 -1.2 0.0 -0.20
C -1.947 2.026 4.137 0.7 0.3 -0.5 -0.48
O -0.513 1.922 4.108 -0.1 0.0 0.0 -0.53
H -3.573 2.091 2.735 0.0 0.6 -0.2 0.36
H -2.095 1.389 2.128 -0.1 0.1 0.1 -0.32
H -2.098 3.115 2.249 -0.4 0.4 0.2 0.32
H -2.387 1.130 4.576 -0.1 0.1 0.2 0.29
H -2.129 2.910 4.744 -0.3 -0.2 0.2 0.30
H -0.254 1.004 4.003 -0.1 -0.1 0.0 0.23
C -4.150 -0.685 1.172 0.1 -0.8 -0.1 -0.61
C -4.579 -1.347 -0.137 -0.3 0.4 1.1 -0.38
O -3.582 -1.102 -1.136 0.6 -0.4 -1.1 -0.41
H -3.933 0.368 1.016 -0.3 0.1 0.1 0.13
H -3.247 -1.165 1.550 0.1 0.1 -0.1 0.00
H -4.907 -0.848 1.942 -0.1 0.3 -0.1 0.44
H -5.557 -0.958 -0.433 0.2 0.1 -0.4 0.39
H -4.714 -2.421 -0.028 0.3 -0.1 0.0 0.33
H -3.605 -0.161 -1.407 -0.3 0.1 0.0 0.51
C 3.072 -0.657 -2.330 -0.6 0.3 -0.1 -0.54
C 2.242 -1.681 -3.072 0.5 0.1 0.4 -0.36
O 1.928 -2.816 -2.237 -0.1 0.0 0.3 -0.53
H 3.433 0.050 -3.080 0.2 0.0 0.2 0.46
H 3.902 -1.097 -1.786 0.2 -0.1 -0.2 0.27
H 2.454 -0.106 -1.617 0.1 0.0 0.0 -0.23
H 2.814 -2.038 -3.930 -0.2 -0.1 -0.1 0.38
H 1.305 -1.224 -3.396 0.0 0.0 -0.2 0.23
H 1.072 -3.150 -2.545 0.1 -0.2 0.0 0.34
C 4.232 -1.760 2.276 -0.4 -0.3 0.0 -1.19
C 3.819 -1.477 0.845 0.0 -0.7 0.4 -0.30
O 2.385 -1.653 0.657 -0.2 -0.2 -0.2 0.93
H 5.317 -1.832 2.336 0.0 0.2 0.1 0.47
H 3.826 -2.731 2.572 0.1 0.1 0.0 0.18
H 3.847 -1.028 2.986 0.2 0.2 -0.1 0.26
H 4.264 -2.246 0.211 0.1 0.2 -0.1 0.43
H 4.131 -0.491 0.507 -0.2 0.1 -0.1 0.02
H 1.912 -0.822 0.784 0.2 0.1 0.1 -0.27
C 1.408 2.693 -3.862 0.7 0.2 0.6 -0.80
C 0.497 3.809 -3.412 -0.4 -0.1 -0.1 0.35
O -0.149 4.366 -4.552 0.1 0.0 0.0 -0.56
H 1.683 2.082 -2.993 -0.3 -0.2 -0.2 -0.20
H 2.370 3.093 -4.191 -0.2 0.0 -0.5 0.36
H 0.936 2.099 -4.638 0.0 -0.1 -0.1 0.41
H 1.062 4.569 -2.867 -0.1 0.0 0.1 0.37
H -0.269 3.392 -2.746 0.1 0.1 0.1 -0.28
H -0.300 5.305 -4.416 0.0 0.0 0.0 0.33
C 3.687 3.745 -1.077 -0.5 0.2 0.5 -0.66
C 3.894 2.760 0.069 -0.9 -0.2 -0.8 -0.46
O 2.670 2.031 0.333 0.1 0.2 0.1 -0.20
H 3.016 4.552 -0.757 0.2 0.0 0.1 0.31
H 3.160 3.261 -1.898 0.4 -0.1 -0.1 -0.13
H 4.632 4.191 -1.383 0.0 0.0 -0.2 0.42
H 4.194 3.278 0.976 0.5 -0.2 0.1 0.38
H 4.578 1.984 -0.267 0.4 0.1 0.4 0.26
H 2.065 2.666 0.733 -0.1 -0.1 0.0 0.19
```
Forces are in eV/Å.

Calculated values
E_HOMO (spin up / spin down), eV: -11.396 / -12.327
Spin multiplicity: 7
Energy relative to the best compared isomer or geometry (same formula, charge and spin), kcal per mole: 0.0
Total charge: +1
⟨S²⟩: 12.008
LUMO level (spin up / spin down), eV: -3.83 / -3.89